Molecular formula: C20H26N4O4
Method: DFT, the ωB97M-V functional and the def2-TZVPD basis

Geometry (Å):
C 0.631 1.218 -3.577
C 0.221 2.597 -3.196
N -0.508 3.364 -3.985
N -0.689 4.512 -3.334
C -1.449 5.568 -3.933
C -0.090 4.520 -2.116
C -0.193 5.690 -1.210
C 0.520 3.280 -1.994
N 1.260 2.688 -0.968
C 1.948 3.221 0.060
O 2.063 4.402 0.319
C 2.639 2.134 0.890
N 1.932 0.871 0.801
C 2.750 -0.272 1.171
C 1.999 -1.565 0.864
C 0.695 -1.628 1.669
O 1.080 -1.639 3.035
C -0.157 -2.857 1.366
C 0.182 -3.800 0.409
C -0.603 -4.924 0.157
C -1.743 -5.078 0.903
C -2.096 -4.139 1.873
C -1.327 -3.032 2.120
O -3.267 -4.520 2.472
C -3.640 -5.732 1.851
O -2.684 -6.072 0.870
C -0.113 -0.356 1.333
C 0.721 0.891 1.606
H 0.266 1.002 -4.576
H 1.717 1.125 -3.568
H 0.216 0.486 -2.884
H -1.819 5.200 -4.887
H -2.292 5.846 -3.297
H -0.827 6.449 -4.101
H 0.547 5.602 -0.420
H -0.020 6.615 -1.758
H -1.186 5.741 -0.761
H 1.316 1.675 -1.013
H 3.644 2.010 0.474
H 2.749 2.503 1.921
H 3.671 -0.243 0.583
H 3.015 -0.255 2.239
H 1.767 -1.593 -0.201
H 2.628 -2.414 1.129
H 0.296 -1.764 3.580
H 1.083 -3.682 -0.170
H -0.324 -5.647 -0.591
H -1.639 -2.327 2.875
H -3.693 -6.532 2.607
H -4.628 -5.614 1.378
H -0.395 -0.394 0.280
H -1.025 -0.314 1.929
H 0.145 1.783 1.349
H 0.965 0.934 2.681

Cartesian forces, eV/Å:
C -0.051 0.153 0.005
C -0.009 0.378 0.241
N -0.120 -0.451 -0.553
N 0.346 -0.285 0.432
C -0.169 0.295 -0.142
C 0.209 -0.221 0.167
C -0.038 0.038 0.106
C -0.290 0.546 -0.427
N -0.128 -0.350 -0.262
C 0.178 -0.289 0.158
O 0.111 0.167 0.047
C 0.005 0.062 0.056
N 0.207 0.003 0.095
C 0.073 -0.286 -0.152
C -0.049 0.145 0.450
C -0.298 -0.039 -0.701
O 0.145 0.116 0.313
C 0.204 -0.039 -0.060
C 0.060 0.240 0.120
C -0.399 -0.275 0.084
C 0.049 0.462 0.301
C 0.229 -0.256 -0.336
C -0.251 -0.242 -0.030
O 0.309 0.407 0.067
C -1.050 -0.699 0.278
O 0.404 0.042 -0.279
C 0.372 0.096 0.299
C -0.342 -0.056 -0.003
H -0.003 -0.080 -0.055
H 0.073 -0.090 -0.016
H 0.006 -0.131 0.001
H 0.023 0.022 0.074
H 0.017 0.010 -0.050
H -0.050 -0.019 -0.010
H -0.069 0.080 -0.047
H -0.005 0.106 0.004
H -0.073 0.073 0.029
H 0.013 0.125 0.205
H -0.034 0.014 0.046
H -0.042 0.021 -0.126
H -0.017 0.012 0.072
H 0.058 0.056 -0.061
H 0.018 -0.050 -0.049
H -0.003 -0.105 -0.056
H 0.045 -0.026 0.005
H 0.132 0.052 -0.055
H 0.041 -0.107 -0.109
H -0.063 0.134 0.101
H 0.096 0.203 -0.164
H 0.269 0.034 0.063
H -0.076 0.011 -0.044
H -0.074 -0.059 0.005
H 0.013 -0.026 0.051
H -0.003 0.078 -0.090

Summary:
HOMO level (eV): -7.97
Total charge: 0
SMILES: Cc1nn(C)c(C)c1NC(=O)CN1CCC(O)(c2ccc3c(c2)OCO3)CC1

Molecular formula: C20H26N4O4
Method: DFT, the ωB97M-V functional and the def2-TZVPD basis

Geometry (Å):
C 0.458 3.596 -1.554
C -0.406 3.803 -0.314
O -0.879 2.603 0.266
C -0.006 1.716 0.842
C 1.306 2.041 1.159
C 2.155 1.132 1.769
C 1.699 -0.140 2.046
C 0.394 -0.478 1.744
C -0.496 0.430 1.167
N -1.798 -0.005 0.931
C -2.514 -0.696 1.983
C -3.241 -1.907 1.375
N -3.640 -1.661 -0.005
C -2.853 -2.351 -1.006
C -1.372 -1.974 -1.032
O -0.547 -2.519 -0.326
N -1.069 -0.996 -1.934
C 0.153 -0.313 -2.138
O 0.187 0.592 -2.945
N 1.179 -0.767 -1.415
C 2.474 -0.129 -1.473
C 3.459 -0.884 -0.649
C 3.522 -2.195 -0.278
C 4.679 -2.320 0.531
C 5.231 -1.080 0.587
O 4.498 -0.203 -0.124
C -3.909 -0.261 -0.243
C -2.725 0.693 0.069
H 0.546 4.536 -2.092
H 1.456 3.253 -1.294
H 0.010 2.853 -2.209
H 0.119 4.414 0.433
H -1.327 4.325 -0.590
H 1.674 3.035 0.957
H 3.165 1.424 2.010
H 2.353 -0.873 2.494
H 0.055 -1.483 1.939
H -1.831 -1.014 2.768
H -3.247 -0.008 2.435
H -4.143 -2.128 1.959
H -2.592 -2.782 1.399
H -2.918 -3.421 -0.790
H -3.310 -2.165 -1.981
H -1.816 -0.625 -2.507
H 0.992 -1.455 -0.692
H 2.415 0.901 -1.098
H 2.791 -0.078 -2.523
H 2.837 -2.974 -0.541
H 5.042 -3.211 1.000
H 6.108 -0.704 1.074
H -4.759 -0.004 0.397
H -4.231 -0.137 -1.279
H -2.208 0.990 -0.842
H -3.117 1.605 0.544

Cartesian forces, eV/Å:
C -0.201 -0.107 0.314
C 0.166 0.358 -0.260
O 0.072 -0.439 0.301
C -0.121 -0.043 -0.036
C 0.010 0.159 0.005
C 0.008 0.020 0.009
C 0.037 0.014 0.127
C -0.002 0.169 0.080
C 0.319 0.166 0.024
N -0.282 0.039 -0.021
C -0.085 -0.176 0.039
C -0.191 -0.033 0.227
N 0.096 -0.106 -0.198
C -0.064 -0.102 0.222
C -0.301 -0.151 -0.207
O 0.130 -0.287 0.204
N -0.058 0.193 -0.302
C -0.111 -0.409 0.148
O 0.074 0.359 -0.305
N 0.343 -0.286 0.262
C 0.150 0.489 -0.255
C -0.454 -0.794 -0.096
C -0.132 0.577 -0.281
C 0.330 0.449 0.131
C 0.194 -0.800 0.343
O -0.158 0.472 -0.252
C -0.058 0.065 0.110
C -0.186 0.163 -0.178
H 0.039 0.127 -0.048
H 0.098 -0.028 -0.049
H -0.022 -0.011 -0.057
H -0.112 -0.050 -0.034
H 0.163 0.008 0.079
H -0.012 0.101 -0.071
H 0.095 0.018 -0.002
H 0.076 -0.077 0.023
H -0.075 -0.093 -0.020
H -0.079 0.055 -0.016
H 0.055 -0.031 0.045
H 0.106 -0.020 0.098
H -0.014 0.010 0.025
H 0.138 0.098 -0.143
H 0.033 -0.039 -0.021
H 0.175 -0.042 0.098
H -0.096 0.089 -0.118
H 0.034 -0.123 -0.077
H 0.012 0.050 0.179
H -0.226 -0.129 -0.107
H 0.143 -0.143 0.131
H 0.097 0.151 0.021
H -0.003 0.098 -0.097
H -0.061 0.056 0.023
H -0.105 0.034 0.095
H 0.013 -0.069 -0.109

Summary:
HOMO level (eV): -7.50
Total charge: 0
SMILES: CCOc1ccccc1N1CCN(CC(=O)NC(=O)NCc2ccco2)CC1

Molecular formula: C20H26N4O4S
Method: DFT, the ωB97M-V functional and the def2-TZVPD basis

Geometry (Å):
C 5.253 1.560 -0.118
C 4.252 0.733 -0.846
C 4.375 -0.580 -1.168
S 2.969 -1.151 -1.990
C 2.309 0.475 -1.839
N 1.067 0.727 -2.358
C 0.125 1.661 -2.003
O -0.948 1.654 -2.566
C 0.470 2.589 -0.864
C -0.183 2.035 0.420
C 0.136 0.553 0.517
O 1.228 0.165 0.894
N -0.828 -0.324 0.127
C -2.207 0.024 -0.133
C -2.990 0.501 1.102
O -4.082 1.015 0.993
N -2.384 0.267 2.280
C -2.900 0.725 3.551
C -2.756 -0.368 4.612
C -1.309 -0.249 5.120
C -0.810 1.141 4.680
C -2.039 1.858 4.115
C -0.497 -1.745 0.102
C -0.796 -2.359 -1.224
C -1.760 -3.246 -1.605
C -1.576 -3.464 -2.992
C -0.520 -2.690 -3.352
O -0.041 -2.017 -2.291
N 3.085 1.308 -1.247
H 5.477 2.458 -0.690
H 4.840 1.866 0.842
H 6.165 0.995 0.047
H 5.192 -1.243 -0.972
H 0.717 0.018 -2.994
H 1.550 2.641 -0.742
H 0.064 3.578 -1.077
H 0.266 2.533 1.281
H -1.253 2.228 0.413
H -2.296 0.784 -0.916
H -2.715 -0.868 -0.510
H -1.451 -0.114 2.295
H -3.935 1.024 3.374
H -2.975 -1.354 4.206
H -3.460 -0.171 5.420
H -1.273 -0.357 6.203
H -0.681 -1.032 4.695
H -0.042 1.045 3.911
H -0.372 1.694 5.510
H -2.589 2.358 4.912
H -1.785 2.596 3.356
H 0.573 -1.815 0.324
H -1.064 -2.281 0.871
H -2.503 -3.695 -0.977
H -2.154 -4.105 -3.625
H -0.029 -2.539 -4.293

Cartesian forces, eV/Å:
C -0.078 -0.053 -0.014
C 0.359 -0.734 0.003
C -0.118 0.134 -0.070
S -0.069 0.609 0.247
C 0.862 -0.850 0.029
N -0.337 -0.292 -0.624
C 0.121 0.353 -0.009
O -0.226 0.088 -0.064
C -0.070 0.079 0.054
C 0.118 -0.050 -0.044
C -0.025 0.243 0.357
O 0.237 0.127 0.140
N -0.185 -0.405 -0.145
C -0.400 0.396 0.004
C 0.299 -0.292 -0.394
O -0.294 0.179 -0.151
N 0.403 -0.128 0.447
C -0.404 0.157 0.128
C -0.070 0.000 -0.051
C 0.053 -0.089 0.092
C 0.033 0.107 0.058
C -0.037 -0.042 -0.077
C 0.411 -0.014 -0.244
C -0.776 -0.535 0.557
C 0.503 0.407 0.295
C 0.421 0.265 -0.338
C -0.648 -0.654 -0.444
O 0.319 0.305 0.197
N -0.331 0.596 -0.210
H 0.068 0.064 -0.004
H 0.031 0.055 0.089
H 0.092 0.023 0.049
H 0.240 -0.099 0.047
H -0.085 0.261 0.191
H -0.207 0.102 0.040
H -0.003 -0.079 -0.080
H -0.081 -0.099 -0.006
H 0.006 0.051 0.000
H -0.054 -0.111 0.160
H 0.035 0.128 0.011
H -0.044 -0.034 -0.213
H 0.132 -0.050 0.045
H -0.100 -0.015 0.012
H -0.042 -0.004 0.023
H 0.058 -0.079 0.002
H 0.039 -0.049 0.060
H 0.073 0.027 -0.004
H 0.105 0.020 -0.045
H -0.044 0.052 0.040
H -0.065 0.085 -0.019
H -0.223 -0.074 0.048
H 0.061 -0.022 -0.085
H -0.128 -0.041 0.217
H -0.070 -0.113 -0.211
H 0.137 0.089 -0.096

Summary:
HOMO level (eV): -8.33
Total charge: 0
SMILES: Cc1csc(NC(=O)CCC(=O)N(CC(=O)NC2CCCC2)Cc2ccco2)n1

Molecular formula: C20H26NO
Method: DFT, the ωB97M-V functional and the def2-TZVPD basis

Geometry (Å):
C -7.019 -1.065 -1.292
C -6.371 -1.399 -0.223
C -4.892 -1.485 -0.041
N -4.499 -0.701 1.032
C -4.669 0.646 0.867
C -3.226 1.043 -0.030
O -2.331 0.613 0.739
C -1.032 0.726 0.308
C -0.463 1.202 -0.772
C 0.899 1.619 -0.836
C 1.800 0.916 -0.168
C 3.280 1.156 -0.084
C 3.674 1.646 -1.700
C 3.790 2.312 0.916
C 3.934 -0.255 -0.157
C 4.996 -0.369 0.859
C 5.704 -1.600 0.810
C 5.120 -2.720 0.206
C 4.052 -2.398 -0.985
C 3.545 -1.298 -0.801
C 1.268 0.139 1.154
C 0.024 -0.146 1.308
H -8.052 -1.075 -1.448
H -6.347 -1.053 -2.226
H -6.985 -1.630 0.640
H -4.552 -1.508 -0.907
H -4.948 -2.544 0.218
H -3.518 -1.015 1.097
H -5.152 -0.929 1.962
H -4.654 1.381 1.497
H -5.500 1.018 -0.017
H -3.421 0.803 -0.820
H -3.193 2.128 0.001
H -1.094 1.790 -1.174
H 1.081 2.256 -1.616
H 4.821 1.704 -1.640
H 3.278 0.934 -2.400
H 3.332 2.631 -1.688
H 3.180 3.023 0.624
H 4.791 2.400 1.015
H 3.589 1.742 1.892
H 5.562 0.451 1.223
H 6.626 -1.899 1.430
H 5.571 -3.779 0.182
H 3.673 -3.222 -1.347
H 2.590 -1.357 -1.402
H 2.147 -0.205 1.624
H -0.406 -0.625 2.169

Cartesian forces, eV/Å:
C 2.648 -0.528 -3.593
C -1.084 0.630 1.666
C -8.012 -4.320 4.646
N -1.073 -2.126 5.539
C 0.936 3.104 -11.057
C -4.786 8.801 14.079
O 6.018 -3.652 2.569
C 4.304 -5.707 5.018
C 1.598 -0.451 2.991
C -0.603 -2.875 -0.207
C -0.241 0.277 5.590
C 1.305 -0.613 -5.383
C 2.367 -0.907 4.122
C -1.702 -8.335 1.533
C 4.054 6.880 8.742
C -0.036 -1.956 -4.416
C -0.018 -2.675 1.762
C -0.400 0.150 -4.788
C 9.779 -6.966 7.719
C -8.602 3.736 -5.026
C 3.574 1.539 -5.111
C -5.466 2.799 -1.301
H -1.371 0.082 0.064
H -1.361 0.653 1.064
H 0.143 0.013 0.557
H 4.609 1.277 -7.482
H 1.364 -0.187 0.698
H 0.329 0.974 1.558
H 2.466 -0.332 -2.739
H -0.134 2.956 5.151
H 1.850 -1.798 2.878
H -2.486 -5.824 -16.084
H -0.477 0.668 -0.447
H -4.335 4.126 -4.384
H 0.924 1.581 -1.697
H -1.680 -0.310 -0.632
H -0.073 0.074 -0.396
H -0.804 1.595 -0.946
H -2.445 4.214 -0.421
H 3.197 0.954 -0.781
H -0.517 1.660 -0.646
H -0.262 0.857 0.664
H -1.470 1.191 -0.678
H -0.553 1.940 0.354
H -2.041 -3.776 -2.608
H 0.379 1.648 0.368
H 0.323 -0.765 1.293
H -0.133 -0.275 0.196

Summary:
HOMO level (eV): -10.12
Total charge: +1
SMILES: C=CC[NH2+]CCOc1ccc(C(C)(C)c2ccccc2)cc1